(1)
Here is C50H58BFN3NaO6Sb2 as an isolated structure from the OMol25 dataset. Energies are from ωB97M-V with the def2-TZVPD basis set.

* highest occupied orbital energy: -3.84 eV
* LUMO: -1.01 eV
* total energy: -3323.29668 a.u.
* molecular weight: 1093.3 g/mol
* ΔE to the lowest compared entry with this formula, charge and spin: 31.60 kJ/mol

Geometry as ORCA input:
```
! wB97M-V def2-TZVPD RIJCOSX def2/J DEFGRID3
* xyz 0 1
Na -1.56440 -0.16598 0.25907
C -0.47226 -1.06851 4.49454
C -0.77621 0.39257 4.84635
C -0.22176 1.42057 3.83018
Sb -1.74425 2.28764 2.56260
C -2.54284 3.58477 4.08254
C -2.30052 3.45032 5.44899
C -2.85836 4.33910 6.36575
C -3.66662 5.37751 5.92804
C -3.91657 5.52443 4.56878
C -3.36250 4.63352 3.65930
C -0.54433 3.83544 1.69075
C 0.62459 4.29843 2.29304
C 1.36057 5.32958 1.71802
C 0.92505 5.92416 0.54144
C -0.24647 5.48148 -0.05967
C -0.97101 4.43904 0.50612
Sb -1.50025 -1.73384 2.73650
C -1.28377 -3.82150 3.09831
C -2.21126 -4.72391 2.57225
C -2.07840 -6.08782 2.79902
C -1.01160 -6.57093 3.54849
C -0.08133 -5.68458 4.06941
C -0.21650 -4.31767 3.84327
C -3.44624 -1.60863 3.64656
C -3.77180 -2.35973 4.77914
C -5.02043 -2.24498 5.37485
C -5.96889 -1.37671 4.84441
C -5.66459 -0.62760 3.71863
C -4.41027 -0.74561 3.12476
H -0.79779 -1.74121 5.29082
H 0.59934 -1.20881 4.33632
H -0.34150 0.60583 5.82728
H -1.85768 0.49672 4.98841
H 0.52830 0.96262 3.17850
H 0.26832 2.24442 4.34818
H -1.66691 2.65544 5.82368
H -2.65570 4.21799 7.42329
H -4.09827 6.07086 6.63923
H -4.54249 6.33444 4.21495
H -3.56740 4.77567 2.60266
H 0.98097 3.86330 3.21854
H 2.27203 5.66802 2.19567
H 1.49648 6.72843 0.09414
H -0.59536 5.93656 -0.97891
H -1.85896 4.07569 0.00365
H -3.05772 -4.36690 1.99520
H -2.80957 -6.77486 2.39107
H -0.90789 -7.63407 3.72568
H 0.75218 -6.05256 4.65489
H 0.52071 -3.64171 4.26069
H -3.04897 -3.05182 5.19918
H -5.25486 -2.83413 6.25306
H -6.94236 -1.28627 5.31027
H -6.39622 0.05352 3.30252
H -4.18911 -0.13576 2.25503
F 4.62337 -2.61508 -2.34065
C 3.98385 -1.41238 -2.55004
C 2.69247 -1.29040 -2.06152
C 1.95926 -0.08543 -2.31550
C 0.68943 0.16879 -1.91598
O 0.02835 -0.84924 -1.15819
C -0.06957 1.33827 -2.29567
C 0.53976 2.25353 -3.04654
N 1.90402 2.12459 -3.38986
C 2.46663 3.02601 -4.33246
C 2.21329 4.48964 -4.15593
C 3.58390 3.92869 -3.89020
C 2.63136 0.94767 -3.11577
C 3.90844 0.75533 -3.55574
C 4.64977 -0.44396 -3.24593
N 5.93589 -0.64017 -3.85126
C 5.88367 -1.32043 -5.12908
C 7.17434 -1.10690 -5.88500
N 8.30284 -1.62557 -5.01158
C 8.32469 -0.92942 -3.66202
C 6.98126 -1.16891 -3.01372
C -1.45067 1.58703 -1.69929
O -2.43822 1.67837 -2.43856
O -1.45622 1.61576 -0.42557
H 2.23551 -2.12745 -1.55294
H 0.06812 3.17923 -3.33789
H 2.53352 2.65568 -5.35715
H 1.63120 4.78886 -3.29477
H 2.05687 5.08367 -5.04580
H 3.88368 3.83459 -2.85495
H 4.38015 4.13973 -4.59297
H 4.40833 1.52661 -4.12657
H 5.06041 -0.92198 -5.72035
H 5.70708 -2.40666 -5.00874
H 7.37668 -0.04724 -6.02932
H 7.23316 -1.64160 -6.83089
H 9.20132 -1.55057 -5.48421
H 8.13606 -2.62065 -4.84417
H 8.48989 0.12502 -3.87381
H 9.16193 -1.34774 -3.10625
H 6.95570 -0.67007 -2.04591
H 6.87113 -2.25032 -2.81897
C -3.50155 -1.33572 -4.06179
C -2.67169 -2.21170 -3.14433
C -2.41101 -3.57084 -3.76434
O -1.37544 -1.57371 -3.01944
B -1.06666 -1.47316 -1.70791
O -2.01802 -1.99667 -0.84961
C -3.20856 -2.28788 -1.65693
C -4.21624 -1.20672 -1.30600
C -3.71413 -3.64915 -1.23836
H -3.10112 -1.40860 -5.07419
H -3.46040 -0.29153 -3.75107
H -4.54164 -1.67278 -4.08768
H -1.91718 -3.41502 -4.72362
H -3.33417 -4.12659 -3.94322
H -1.75607 -4.18088 -3.14065
H -3.85869 -0.20668 -1.56895
H -4.41573 -1.24819 -0.23094
H -5.16420 -1.37206 -1.82069
H -2.93012 -4.40385 -1.28015
H -4.54100 -3.96454 -1.87925
H -4.09174 -3.59892 -0.21477
O 1.42396 -1.33083 1.46265
H 1.25450 -1.01995 0.56067
H 2.27788 -1.77091 1.40685
*
```

=====

(2)
Here is C13H21NSc as an isolated structure from the OMol25 dataset. Energies are from ωB97M-V with the def2-TZVPD basis set.

* highest occupied orbital energy: -11.21 eV
* LUMO: -4.30 eV
* total energy: -1323.17244 a.u.
* molecular weight: 236.3 g/mol

Geometry as ORCA input:
```
! wB97M-V def2-TZVPD RIJCOSX def2/J DEFGRID3
* xyz 1 1
Sc 0.53478 0.01497 0.19641
C 3.42920 0.98685 -1.91485
C 2.00792 0.49926 -1.87700
C 0.93691 1.40865 -1.87260
C -0.39796 0.97623 -1.93938
C -1.52470 1.97048 -2.02980
C -0.65185 -0.40601 -1.95772
C 0.39365 -1.34652 -1.96162
C 0.10522 -2.81848 -2.07240
C 1.71525 -0.87567 -1.89480
H 3.79976 1.20012 -0.91013
H 3.50390 1.90550 -2.49322
H 4.08385 0.23966 -2.35739
H 1.14854 2.46935 -1.92172
H -1.82553 2.32566 -1.04095
H -2.39919 1.52580 -2.50004
H -1.21903 2.84061 -2.60777
H -1.67183 -0.75214 -2.07362
H 0.05203 -3.28957 -1.08812
H 0.89239 -3.32072 -2.63071
H -0.84603 -2.99121 -2.57075
H 2.52981 -1.58514 -1.96350
C -1.38765 -1.34368 2.39376
C -0.67357 -0.03951 2.77402
C -1.58185 1.14369 2.41250
C -0.39346 -0.02720 4.26854
N 0.55796 0.05739 1.97038
H -2.37099 -1.44028 2.85878
H -0.77698 -2.20440 2.66623
H -1.57534 -1.40500 1.30580
H -2.55613 1.09353 2.90380
H -1.79786 1.17179 1.32938
H -1.09803 2.08542 2.67206
H -1.31662 -0.09928 4.85186
H 0.12069 0.89595 4.54199
H 0.25273 -0.86609 4.53261
*
```

=====

(3)
Here is C19H27ClN2OsSe as an isolated structure from the OMol25 dataset. Energies are from ωB97M-V with the def2-TZVPD basis set.

* highest occupied orbital energy (alpha / beta): -12.46 / -14.29 eV
* LUMO (alpha / beta): -6.19 / -9.35 eV
* <S²>: 6.034
* total energy: -3801.23678 a.u.
* molecular weight: 588.1 g/mol
* ΔE to the lowest compared entry with this formula, charge and spin: 0.54 kJ/mol

Geometry as ORCA input:
```
! wB97M-V def2-TZVPD RIJCOSX def2/J DEFGRID3
* xyz 2 5
C 0.12363 0.31787 -6.36920
C 1.50691 0.88167 -6.77202
C -0.09961 -1.02464 -7.10493
C -0.96933 1.31732 -6.81686
Cl 0.05115 0.07695 -4.65427
H -0.05924 -0.90968 -8.20913
H -1.08381 -1.44063 -6.84799
H 0.67333 -1.75040 -6.81599
H 1.58956 1.04693 -7.86757
H 2.30328 0.18351 -6.47882
H 1.68556 1.84526 -6.27477
H -0.95213 1.49382 -7.91366
H -0.82593 2.28730 -6.32060
H -1.96601 0.93472 -6.55620
C 1.51639 -1.75538 1.56258
C 0.78788 -2.63470 0.69565
C 1.05887 -2.20235 -0.65592
H 0.23728 -3.50968 1.00114
C 2.04828 -1.14301 -0.59190
C 2.30912 -0.86288 0.75996
H 2.91591 -0.04338 1.13014
H 1.58606 -1.90392 2.63077
H 0.80027 -2.76874 -1.53991
H 2.48047 -0.63744 -1.45331
C -2.23977 0.62268 0.98777
C -2.08815 -0.60640 1.72412
C -2.19777 -1.70395 0.82044
H -2.10995 -0.70650 2.79594
C -2.21200 -1.14312 -0.50148
C -2.32807 0.29553 -0.37350
H -2.42688 0.99978 -1.19872
H -2.18568 1.62585 1.40819
H -2.18361 -2.75106 1.09557
H -2.37755 -1.70461 -1.40443
Os -0.36310 -0.96228 0.44035
C -2.17319 0.84297 5.07563
N -0.79879 1.11050 5.42984
C -0.35549 1.50882 6.66746
C 0.99959 1.58244 6.61713
N 1.38592 1.23077 5.35873
C 2.75503 1.13251 4.90321
C 0.28278 0.92378 4.62073
Se 0.47349 0.77969 2.80676
H -2.49648 1.43220 4.20764
H -2.77593 1.10739 5.94976
H -2.30602 -0.22519 4.85583
H -1.03958 1.68151 7.46109
H 1.72714 1.82958 7.35142
H 3.27024 2.09436 5.02137
H 3.27237 0.36573 5.49800
H 2.77350 0.83851 3.84397
*
```

=====

(4)
Here is one molecule with the formula C3H5ClO from the OMol25 dataset. Energies are from ωB97M-V with the def2-TZVPD basis set.

* highest occupied orbital energy: -9.90 eV
* LUMO: 0.48 eV
* total energy: -652.62476 a.u.
* molecular weight: 92.5 g/mol
* ΔE to the lowest compared entry with this formula, charge and spin: 284.97 kJ/mol

Geometry as ORCA input:
```
! wB97M-V def2-TZVPD RIJCOSX def2/J DEFGRID3
* xyz 0 1
C -0.10791 0.29356 -0.46249
C -0.51695 -0.14234 0.89678
C 0.74113 -0.55545 0.13878
H -0.72818 2.09029 -1.32924
H -0.68492 -0.30027 -1.14557
H -1.18435 -1.03633 0.90273
H -0.26183 0.40207 1.92302
H 1.74234 -0.28352 0.37814
O 0.27234 1.66570 -0.83082
Cl 0.72834 -2.13371 -0.47135
*
```